1.
49
Properties=species:S:1:pos:R:3:forces:R:3 method="wB97M-V/def2-TZVPD" homo_energy_ev=-7.865 smiles="COCCn1c(C)cc(C(=O)CSc2nc3nc(C)cc(C)n3n2)c1C" relative_energy_kj_mol=141.0 energy_ev=-41420.0220
S 0.91845 1.50357 1.36522 -0.5 0.2 0.2
O -4.39803 -2.15816 -0.76011 0.0 0.3 -0.1
O -0.20101 1.55362 -2.09328 0.1 0.0 0.0
N 3.11711 1.46602 -0.21269 0.0 0.3 -0.3
N -3.88214 0.77184 -0.10027 0.2 0.2 0.0
N 4.18525 -0.22192 0.72454 0.3 0.9 -1.0
N 3.04938 -0.10262 1.41063 -0.9 -0.3 0.8
N 5.24494 0.85907 -1.11054 0.5 0.2 -0.6
C -4.47098 1.54029 2.22323 0.0 0.0 -0.2
C -2.27586 1.90515 0.92971 -0.2 -0.2 -0.1
C -3.53833 1.41608 1.07000 0.1 0.3 0.4
C 5.05143 -2.09522 1.99819 -0.1 0.1 0.0
C -1.81513 1.54622 -0.37069 -0.8 -0.4 -0.2
C 6.24505 -0.98643 0.03363 -0.3 0.0 0.2
C 5.18577 -1.10140 0.90077 0.4 -0.3 0.0
C -2.84960 0.83791 -0.97669 0.6 0.2 -0.2
C 6.23876 0.01171 -0.96287 -0.1 0.1 0.0
C -4.20828 -3.48484 -0.34295 0.0 -0.1 0.1
C 0.45857 2.56808 -0.04897 0.2 -0.3 0.1
C 4.22260 0.75236 -0.28412 -0.3 -0.6 0.8
C 2.44325 0.91736 0.81079 0.8 -0.2 -0.3
C 7.38853 0.14378 -1.90627 0.0 0.0 0.0
C -5.12407 0.08018 -0.31361 -0.2 -0.7 0.1
C -5.07613 -1.36885 0.18726 -0.2 0.1 0.0
C -0.52692 1.84341 -0.95784 0.4 0.2 0.0
C -2.90547 0.23435 -2.32949 0.0 -0.1 -0.1
H -1.73190 2.44993 1.67442 0.0 0.2 0.2
H 5.92338 -2.74027 2.04672 0.0 0.0 0.0
H -5.36007 2.11185 1.95187 -0.1 0.0 0.1
H -3.20086 -0.81143 -2.26736 0.0 0.0 -0.1
H -5.16772 -3.98394 -0.15779 0.0 0.0 0.0
H 4.92152 -1.57545 2.94663 0.0 0.0 0.1
H 1.38012 2.78505 -0.58813 -0.2 0.1 0.0
H -3.96495 2.06100 3.03110 0.0 0.0 0.1
H -3.68429 -3.99234 -1.14981 0.0 -0.1 0.1
H 4.15616 -2.69493 1.83873 0.0 0.0 0.0
H -3.62547 0.76185 -2.95755 -0.1 0.0 -0.1
H 8.30780 0.33412 -1.35492 0.1 0.0 0.0
H -4.79269 0.56539 2.58893 -0.1 0.0 0.1
H -4.55801 -1.41572 1.15726 -0.1 0.0 -0.1
H 7.08225 -1.66012 0.11663 0.0 -0.1 0.1
H -3.60397 -3.53077 0.57119 0.0 0.0 0.0
H 7.51822 -0.77771 -2.47135 0.1 -0.1 -0.1
H -5.92116 0.61245 0.21033 0.1 0.0 -0.1
H -6.10205 -1.74687 0.32614 0.1 0.0 0.0
H 7.19979 0.96428 -2.59107 0.0 0.0 0.0
H 0.01955 3.47376 0.36567 0.0 0.0 0.0
H -5.34750 0.06396 -1.38188 -0.1 0.1 0.1
H -1.92526 0.31432 -2.78933 -0.1 0.0 0.0

---

2.
51
Properties=species:S:1:pos:R:3:forces:R:3 method="wB97M-V/def2-TZVPD" homo_energy_ev=-12.307 charge=+1 relative_energy_kj_mol=334.9 energy_ev=-36155.7571
O 0.09365 -4.78360 5.44789 0.6 0.4 -0.4
O -1.82517 2.34665 -0.02475 -0.2 0.0 -0.2
O -3.94029 1.89838 -0.18366 0.9 0.4 0.0
O 2.21394 -4.37544 5.60653 -0.6 0.2 -0.4
N -0.10620 0.56822 -1.32119 3.7 -4.4 -1.0
N -3.00412 2.67991 -0.16364 -0.8 -0.1 0.0
N 3.77776 -2.84198 -2.26208 -0.4 0.3 0.6
N 1.12398 -4.24541 5.06753 0.0 -0.6 0.8
N -1.48964 -3.07248 -2.03732 0.6 1.1 -0.4
N 1.08082 -1.50376 -1.71537 -1.5 5.6 1.0
C -2.25153 5.02643 -0.33861 0.1 0.0 0.0
C -2.53542 6.37673 -0.51070 -0.2 -0.2 0.0
C -0.25794 -2.33569 2.15756 0.3 0.0 0.0
C 1.04588 -3.38102 3.88662 -0.1 0.6 -0.8
C -1.65606 -1.60375 -1.85201 0.4 0.4 0.4
C -3.29861 4.10446 -0.31914 -0.1 0.7 0.0
C 2.11812 -1.92833 2.29849 -0.3 -0.1 0.0
C 4.48421 -1.71676 -1.59680 1.5 0.2 -0.2
C -3.85420 6.79895 -0.65712 0.0 -0.1 0.0
C 1.32783 0.86498 -1.18729 -0.1 -4.8 -1.0
C -4.62208 4.52238 -0.45768 -0.2 -0.1 0.0
C -4.89585 5.87529 -0.62647 0.3 -0.1 0.0
C 0.89060 -1.71146 1.67846 0.0 -0.1 0.1
C -0.22325 -0.85375 -1.64636 0.6 1.4 0.5
C 2.20056 -2.76506 3.40720 0.1 0.0 0.0
C 3.64105 -0.38933 -1.33143 0.3 0.0 0.1
C 2.07090 -0.46902 -1.45148 -2.4 4.2 0.9
C -0.18449 -3.17614 3.26415 -0.1 0.0 0.0
H -2.31757 -1.44624 -0.91182 1.4 0.1 -1.4
H -1.72825 7.10158 -0.53393 -0.1 -0.1 0.0
H 1.32489 -2.48712 -1.89234 -0.2 0.7 -0.1
H 1.78654 1.87831 -0.91688 -1.1 -1.8 -0.5
H 3.01098 -1.44115 1.91915 -0.1 -0.1 0.1
H -1.21992 4.71106 -0.22569 -0.2 -0.1 0.0
H -4.07141 7.85377 -0.79688 0.0 -0.1 0.0
H 3.99686 -2.94319 -3.25948 0.0 -0.1 0.9
H 4.92014 -2.07618 -0.59881 -0.7 0.5 -1.5
H -5.92152 6.21100 -0.73816 0.1 -0.1 0.0
H -1.40911 -3.33691 -3.03452 0.1 0.3 1.0
H -1.08683 -3.65630 3.62745 0.3 0.0 0.1
H -0.88655 1.25369 -1.18387 0.6 -0.9 0.1
H -5.44265 3.81296 -0.43878 0.2 0.0 0.0
H 3.89972 -0.01936 -0.26165 -0.6 -0.6 -1.8
H -2.21265 -1.09719 -2.73150 1.0 -1.0 1.4
H 3.89981 -3.71548 -1.73619 0.1 0.6 -0.7
H 3.16266 -2.92307 3.88306 -0.3 -0.1 0.1
H -1.21243 -2.16440 1.66944 0.1 0.0 0.1
H 5.39190 -1.41771 -2.25940 -1.4 -0.4 1.3
H 0.82919 -1.05400 0.81672 0.0 0.0 0.2
H -0.66986 -3.40332 -1.49741 -1.0 0.0 -0.6
H 4.03166 0.44986 -2.02987 -1.0 -1.4 1.0

---

3.
52
Properties=species:S:1:pos:R:3:forces:R:3 method="wB97M-V/def2-TZVPD" homo_energy_ev=-7.872 smiles="CCc1nnc(NC(=O)CSc2nnc(CNc3ccc(OC)cc3)n2CC)s1" relative_energy_kj_mol=9.4 energy_ev=-55235.2786
S -0.01076 2.73482 -1.68986 -0.1 0.1 -0.4
S -4.24023 -0.49088 -0.46906 0.3 -0.4 0.8
O -3.39689 1.62474 -1.81860 -0.2 0.1 -0.3
O 3.11744 -3.82446 -1.69014 -0.2 0.1 0.2
N -3.40042 -1.58076 1.68850 -0.6 -1.3 0.5
N 1.90354 1.95731 0.10451 -0.8 0.1 0.4
N -0.01892 2.49558 1.02038 -0.2 0.3 -0.7
N 0.82362 2.14073 2.00182 0.7 -0.2 1.0
N 2.85567 -0.16790 2.49848 0.0 -0.1 0.6
N -2.67806 -0.47275 1.56835 1.0 1.4 0.0
N -2.36152 1.38408 0.18112 0.1 0.2 0.2
C 3.73927 3.02502 -1.11264 -0.1 -0.2 0.0
C 0.63095 2.38937 -0.11311 0.0 0.0 0.2
C 4.19737 -2.06509 -0.38024 0.0 -0.2 -0.3
C -5.16683 -2.93089 0.65972 -0.1 -0.2 -0.2
C 2.92025 1.75632 -0.89582 0.5 0.2 -0.3
C -2.97777 0.21234 0.51634 -0.8 -0.6 -0.6
C 1.96320 -2.80839 0.07556 0.2 -0.1 -0.2
C 1.86462 -1.89965 1.10539 0.1 0.1 0.0
C -4.25578 -1.76430 0.74940 -0.2 0.6 -0.6
C 3.12897 -2.89902 -0.68612 -0.1 0.0 0.1
C 3.10396 1.24294 2.24581 -0.2 -0.1 0.0
C 4.28199 -3.99351 -2.45816 0.2 0.0 -0.1
C 1.97042 1.82786 1.47090 0.0 0.2 -0.1
C 4.09654 -1.15917 0.66228 -0.2 0.0 0.2
C 2.93120 -1.05476 1.41561 0.2 -0.2 -0.2
C -1.70686 3.22529 -1.22432 0.3 -0.1 -0.1
C -4.89572 -3.75266 -0.60030 -0.1 0.0 0.2
C -2.58470 2.00746 -1.00671 0.3 0.3 0.3
H 5.12038 -2.11382 -0.93669 0.1 0.0 -0.1
H 3.09695 3.83505 -1.45014 0.0 0.1 0.0
H 1.98376 -0.28057 3.00536 0.1 0.1 -0.1
H 4.04769 1.36170 1.71299 0.0 0.0 0.1
H 3.55654 0.92659 -0.57761 -0.2 0.1 -0.1
H 3.16769 1.75243 3.20979 0.1 0.0 -0.2
H 4.54030 -3.08144 -3.00734 0.0 0.0 0.0
H -3.87300 -4.12204 -0.59725 0.1 0.0 0.0
H -1.63217 3.83937 -0.32844 -0.1 0.1 0.0
H 2.41605 1.47163 -1.82360 0.1 -0.1 0.1
H -6.20031 -2.57553 0.64550 0.0 -0.1 0.1
H -2.08410 3.79863 -2.06997 0.0 -0.1 0.1
H -5.57214 -4.60226 -0.64521 0.0 -0.1 -0.1
H 5.13267 -4.29757 -1.83913 0.0 0.0 0.0
H -5.01899 -3.54112 1.55177 0.0 0.1 0.0
H 1.14057 -3.46248 -0.16525 -0.1 -0.1 0.0
H 0.95258 -1.83877 1.68239 -0.1 0.0 0.0
H -5.04218 -3.14293 -1.48923 0.0 0.0 -0.1
H 4.49793 2.84540 -1.86857 0.1 0.0 -0.1
H -1.63222 1.74736 0.81519 -0.2 0.0 -0.2
H 4.05419 -4.78633 -3.16894 0.1 0.1 0.0
H 4.22838 3.32946 -0.18970 0.1 0.0 0.1
H 4.95109 -0.54419 0.90593 0.1 0.0 0.1